Model A:
{"formula": "C6H9N3", "method": "ωB97M-V/def2-TZVPD", "homo_lumo_gap_ev": 9.173, "species": ["C", "C", "C", "C", "C", "C", "N", "N", "N", "H", "H", "H", "H", "H", "H", "H", "H", "H"], "xyz": [[-2.68647, -0.46939, 0.29318], [-1.66099, 0.38967, 0.01658], [-0.59634, -0.34930, -0.55400], [0.58294, 0.11830, -1.30810], [0.80676, -0.15800, 0.15848], [1.46970, -1.40286, 0.74525], [-2.19263, -1.76062, 0.08401], [-1.04869, -1.64893, -0.42706], [-1.64621, 1.79144, 0.14730], [-3.72654, -0.31399, 0.66191], [0.95490, -0.52589, -2.09857], [0.49739, 1.12129, -1.50261], [0.74033, 0.67919, 1.01674], [1.34308, -2.21405, 0.07140], [0.99142, -1.49128, 1.67149], [2.48400, -1.33606, 1.00077], [-2.08866, 2.16309, 1.03028], [-0.65318, 2.00708, 0.20153]], "mulliken_charge": [-0.96, 1.01, 0.73, -0.77, 0.18, -1.53, -0.67, -0.21, -0.62, 0.41, 0.26, 0.28, 0.17, 0.36, 0.37, 0.43, 0.27, 0.29]}

Model B:
{"formula": "C6H9N3", "method": "ωB97M-V/def2-TZVPD", "homo_lumo_gap_ev": [8.016, 8.020], "species": ["C", "C", "N", "C", "C", "N", "N", "C", "C", "H", "H", "H", "H", "H", "H", "H", "H", "H"], "xyz": [[0.80073, 1.91698, 1.19348], [0.18783, -2.17157, 0.02116], [0.88753, 0.82836, 0.26506], [0.55253, 0.83871, -0.96985], [-0.59633, -0.93038, 0.37783], [1.02245, 1.04363, -2.11179], [-1.14568, -0.63252, 1.48396], [-1.18474, -0.24485, -0.88420], [-2.20041, -0.32484, -1.56835], [1.84226, 1.63286, -2.19405], [-0.49547, -0.65337, 2.26843], [0.56317, 2.86176, 0.69359], [0.02503, 1.68421, 1.93521], [1.73880, 2.06066, 1.73382], [-0.47499, -3.03680, 0.07443], [1.03412, -2.24213, 0.70522], [0.58206, -2.13525, -0.99168], [-3.13888, -0.49547, -2.03226]], "mulliken_charge": [-0.78, -1.20, -0.26, 0.53, 0.99, -0.71, -0.72, -0.54, -0.18, 0.29, 0.26, 0.29, 0.31, 0.28, 0.34, 0.34, 0.35, 0.42]}

Order from most stable to least stable according to the calculation: model A, model B